Record 1
Computed, not measured: a structure of composition C4H5NO2, with wB97M-V/def2-TZVPD.

Structure (XYZ):
```
12
Properties=species:S:1:pos:R:3:forces:R:3:nbo_charge:R:1
O 1.581637 0.151856 1.851572 1.217 -1.111 -0.204 -0.570
O 1.875399 1.131104 -0.157412 -0.092 0.009 0.351 -0.508
N 0.947057 -0.897841 -0.189674 -0.117 0.085 0.059 -0.647
C -0.080706 0.015807 -0.429552 -0.200 0.011 0.233 0.300
C 1.639839 0.095875 0.655215 0.352 -0.253 1.059 0.881
C -1.500367 -0.385328 -0.596270 0.007 0.073 0.060 -0.677
C 0.404852 1.303531 -0.220378 -0.129 -0.010 0.133 -0.150
H -2.125768 0.505182 -0.688611 0.079 -0.116 0.046 0.248
H 0.198427 1.588957 0.850984 -1.247 1.193 -1.518 0.241
H 0.635876 -1.704613 0.344971 -0.015 -0.046 -0.297 0.397
H -1.625058 -0.989376 -1.504746 0.096 0.128 0.168 0.250
H -1.838443 -0.988064 0.253914 0.048 0.038 -0.090 0.235
```
Positions in Å, forces in eV/Å.

Calculated values
* LUMO: 0.16 eV
* E_HOMO: -8.959 eV
* energy relative to the best compared isomer or geometry (same formula, charge and spin): 368.8 kJ/mol
* HOMO-LUMO gap: 9.12 eV
* total charge: 0



Record 2
Computed, not measured: an isolated molecule of C4H5NO2, with wB97M-V/def2-TZVPD.

Structure (XYZ):
```
12
Properties=species:S:1:pos:R:3:forces:R:3:nbo_charge:R:1
O -1.575613 -1.226095 0.865399 0.346 0.163 0.163 -0.669
O 0.058967 -2.224866 -0.345743 -0.086 0.066 -0.085 -0.477
N -0.715904 -0.243379 -1.195936 -0.185 -0.082 -0.056 -0.624
C -0.810804 -1.282126 -0.232126 0.181 0.021 0.139 0.830
C 0.432073 0.053140 -0.344565 0.478 0.179 0.139 0.043
C 0.826013 1.452791 -0.002874 0.019 -0.018 -0.017 -0.646
C 0.899217 -1.058175 0.328737 0.729 0.335 -0.615 -0.057
H -0.023748 2.061811 0.331656 0.085 -0.163 -0.045 0.219
H -0.792164 -1.222154 1.491176 -1.323 -0.298 0.401 0.516
H 1.577019 1.435788 0.792827 -0.136 -0.081 -0.131 0.248
H -1.442720 0.454706 -1.065761 0.006 -0.048 0.053 0.383
H 1.265288 1.943273 -0.878658 -0.114 -0.074 0.053 0.235
```
Positions in Å, forces in eV/Å.

Calculated values
* LUMO: 0.51 eV
* E_HOMO: -9.235 eV
* energy relative to the best compared isomer or geometry (same formula, charge and spin): 538.2 kJ/mol
* HOMO-LUMO gap: 9.75 eV
* total charge: 0



Q: The highest energy relative to the best compared isomer or geometry (same formula, charge and spin) belongs to which entry?
A: number 2